(1)
Formula: H6O2S
Source: OMol25
Level of theory: ωB97M-V/def2-TZVPD

gap between HOMO and LUMO: 10.8393 eV
energy above the lowest of the compared OMol25 structures with the same formula, charge and spin: 28.4 kcal per mole
structure (SMILES): O.O.S
LUMO: 0.014 hartree
E_tot: -552.2090 hartree

Geometry as XYZ:
```
9
H6O2S ωB97M-V/def2-TZVPD
S 0.33 0.50 -1.50
H 0.17 1.86 -1.26
H -0.90 1.13 -1.51
H 0.86 0.70 2.25
H 0.52 0.71 0.68
O 0.29 0.38 1.56
H -0.65 -1.38 0.57
H 0.04 -1.82 -0.70
O -0.66 -2.08 -0.10
```


(2)
Formula: H6O2Si2
Source: OMol25
Level of theory: ωB97M-V/def2-TZVPD

gap between HOMO and LUMO: 10.3987 eV
energy above the lowest of the compared OMol25 structures with the same formula, charge and spin: 35.7 kcal per mole
structure (SMILES): O[SiH](O)[SiH3]
LUMO: 0.015 hartree
E_tot: -733.0761 hartree

Geometry as XYZ:
```
10
H6O2Si2 ωB97M-V/def2-TZVPD
O 1.36 -1.39 0.14
O 1.39 1.16 0.62
Si -1.68 0.03 0.26
Si 0.55 -0.01 -0.16
H 2.24 -1.50 0.32
H 2.21 1.50 0.25
H -2.21 0.98 -0.93
H -2.17 -1.22 -0.09
H -2.53 0.34 1.47
H 0.84 0.11 -1.87
```


(3)
Formula: H6O3
Source: OMol25
Level of theory: ωB97M-V/def2-TZVPD

gap between HOMO and LUMO: 12.0028 eV
energy above the lowest of the compared OMol25 structures with the same formula, charge and spin: 14.7 kcal per mole
structure (SMILES): O.O.O
LUMO: 0.018 hartree
E_tot: -229.3016 hartree

Geometry as XYZ:
```
9
H6O3 ωB97M-V/def2-TZVPD
O -2.59 0.34 -0.09
H -3.16 0.90 -0.62
H -2.95 -0.54 -0.20
O 1.06 -1.73 2.75
H 0.25 -1.30 2.48
H 1.11 -2.51 2.20
O 2.41 1.73 -1.97
H 1.57 1.44 -1.61
H 2.29 1.69 -2.92
```


(4)
Formula: H6O3
Source: OMol25
Level of theory: ωB97M-V/def2-TZVPD

gap between HOMO and LUMO: 11.1657 eV
energy above the lowest of the compared OMol25 structures with the same formula, charge and spin: 10.8 kcal per mole
structure (SMILES): O.O.O
LUMO: 0.017 hartree
E_tot: -229.3078 hartree

Geometry as XYZ:
```
9
H6O3 ωB97M-V/def2-TZVPD
O 0.38 -0.52 -0.27
H -0.19 -0.31 0.47
H 0.73 -1.39 -0.06
O -2.11 -0.14 1.62
H -1.58 0.62 1.89
H -3.00 0.09 1.89
O 2.03 0.86 -2.06
H 1.28 0.77 -1.48
H 2.47 0.02 -2.01
```


(5)
Formula: H6O3
Source: OMol25
Level of theory: ωB97M-V/def2-TZVPD

gap between HOMO and LUMO: 12.0907 eV
energy above the lowest of the compared OMol25 structures with the same formula, charge and spin: 13.8 kcal per mole
structure (SMILES): O.O.O
LUMO: 0.024 hartree
E_tot: -229.3030 hartree

Geometry as XYZ:
```
9
H6O3 ωB97M-V/def2-TZVPD
O 2.54 1.29 -0.55
H 2.58 1.88 -1.30
H 1.62 1.05 -0.41
O -0.47 -2.50 0.98
H 0.40 -2.43 0.54
H -0.21 -2.21 1.86
O -1.80 1.13 -0.53
H -2.51 1.55 -0.03
H -2.16 0.24 -0.55
```


(6)
Formula: H6O3
Source: OMol25
Level of theory: ωB97M-V/def2-TZVPD

gap between HOMO and LUMO: 10.9285 eV
energy above the lowest of the compared OMol25 structures with the same formula, charge and spin: 6.3 kcal per mole
structure (SMILES): O.O.O
LUMO: 0.013 hartree
E_tot: -229.3151 hartree

Geometry as XYZ:
```
9
H6O3 ωB97M-V/def2-TZVPD
O 2.06 -0.83 -2.11
H 1.22 -0.85 -1.62
H 2.69 -0.45 -1.48
O -0.29 -0.79 -0.40
H -0.32 -1.34 0.39
H -0.64 0.07 -0.10
O -1.35 1.26 1.49
H -1.47 0.88 2.36
H -1.91 2.04 1.47
```


(7)
Formula: H6O3
Source: OMol25
Level of theory: ωB97M-V/def2-TZVPD

gap between HOMO and LUMO (alpha / beta): 10.4801 / 2.7142 eV
total charge: +1
energy above the lowest of the compared OMol25 structures with the same formula, charge and spin: 16.2 kcal per mole
spin multiplicity: 2
LUMO (alpha / beta): -0.166 / -0.448 hartree
E_tot: -228.8853 hartree

Geometry as XYZ:
```
9
H6O3 ωB97M-V/def2-TZVPD
O 32.18 -10.17 -5.42
H 32.84 -10.71 -5.84
H 31.65 -10.78 -4.91
O 31.48 -7.67 -4.98
H 30.71 -7.79 -5.54
H 32.00 -8.46 -5.12
O 30.29 -12.12 -2.34
H 30.72 -12.97 -2.45
H 31.01 -11.51 -2.14
```


(8)
Formula: H7NO2
Source: OMol25
Level of theory: ωB97M-V/def2-TZVPD

gap between HOMO and LUMO (alpha / beta): 2.3162 / 10.0876 eV
total charge: -1
energy above the lowest of the compared OMol25 structures with the same formula, charge and spin: 12.7 kcal per mole
spin multiplicity: 2
LUMO (alpha / beta): 0.134 / 0.131 hartree
E_tot: -209.3759 hartree

Geometry as XYZ:
```
10
H7NO2 ωB97M-V/def2-TZVPD
N -0.98 0.90 0.17
H -0.79 -0.10 0.14
H -1.85 1.05 -0.33
H -1.07 1.29 1.10
H -0.27 -3.94 -2.77
H -0.19 -4.43 -1.33
O 0.13 -3.71 -1.91
H 0.57 2.79 0.96
H 1.80 2.58 1.80
O 0.97 3.06 1.80
```


Question: Which value of energy above the lowest of the compared OMol25 structures with the same formula, charge and spin does entry 5 give?
Answer: 13.8 kcal per mole


Question: energy above the lowest of the compared OMol25 structures with the same formula, charge and spin of number 7 (H6O3)?
Answer: 16.2 kcal per mole


Question: What is the E_tot in the sixth record?
Answer: -229.3151 hartree


What did the seventh record say?
Formula: H6O3
Source: OMol25
Level of theory: ωB97M-V/def2-TZVPD

gap between HOMO and LUMO (alpha / beta): 10.4801 / 2.7142 eV
total charge: +1
energy above the lowest of the compared OMol25 structures with the same formula, charge and spin: 16.2 kcal per mole
spin multiplicity: 2
LUMO (alpha / beta): -0.166 / -0.448 hartree
E_tot: -228.8853 hartree

Geometry as XYZ:
```
9
H6O3 ωB97M-V/def2-TZVPD
O 32.18 -10.17 -5.42
H 32.84 -10.71 -5.84
H 31.65 -10.78 -4.91
O 31.48 -7.67 -4.98
H 30.71 -7.79 -5.54
H 32.00 -8.46 -5.12
O 30.29 -12.12 -2.34
H 30.72 -12.97 -2.45
H 31.01 -11.51 -2.14
```